1.
Molecular formula: C4H10N2O2
Method: DFT, ωB97M-V with the def2-TZVPD basis set

HOMO energy: -9.5 eV
energy above the lowest of the compared OMol25 structures with the same formula, charge and spin: 351.7 kJ/mol
gap between HOMO and LUMO: 10.2 eV
total charge: 0

```
18
Properties=species:S:1:pos:R:3:forces:R:3
C -1.931400 1.120390 -0.480328 2.285 0.038 -1.360
N -0.637936 0.551666 -0.141483 0.224 0.066 0.029
C -0.562644 0.176789 1.284721 0.897 1.643 -0.778
C 0.488318 0.671702 -0.861336 -1.011 -0.852 0.522
O 1.441333 2.075878 -0.422918 0.359 2.263 -0.978
C 1.757562 0.895732 -0.169728 -1.381 -0.875 0.469
O 2.513905 0.302713 0.516588 1.878 -1.051 0.857
H -2.128449 1.924818 0.187397 -0.310 0.858 0.390
H -1.743831 1.464886 -1.483247 -0.957 0.406 -0.536
H -2.668953 0.377714 -0.406096 -1.200 -0.908 -0.101
H -0.427265 -0.868541 1.173582 0.190 -1.171 1.223
H 0.347352 0.725323 1.680846 -1.398 -0.928 0.347
H -1.533780 0.468767 1.738224 0.984 -0.296 0.066
H 0.586473 0.459423 -1.920382 -0.661 0.782 -0.128
N 0.885390 -2.560152 -0.028624 0.808 -2.927 0.628
H 0.585677 -2.651775 -0.993833 0.345 0.506 0.089
H 1.453739 -1.777553 0.189398 0.437 1.285 -0.413
H 1.574505 -3.357782 0.137212 -1.490 1.161 -0.326
```
Positions in Å, forces in eV/Å.

Atomic partial charges in e from the Mulliken method, atoms 1 to 5:
1 C -1.08
2 N 0.11
3 C -0.92
4 C -0.25
5 O -0.49



2.
Molecular formula: C37H28AsN2O3PdS2
Method: DFT, ωB97M-V with the def2-TZVPD basis set

HOMO energy (spin up / spin down): -4.1 / -4.1 eV
spin multiplicity: 3
gap between HOMO and LUMO (spin up / spin down): 6.8 / 4.9 eV
total charge: -1

```
74
Properties=species:S:1:pos:R:3:forces:R:3
Pd 0.337709 -0.785874 -1.412858 -0.318 -0.937 -0.417
S 2.159606 -2.249867 -1.526335 -0.075 -0.033 -0.196
C 3.024601 -1.885497 -0.052934 -0.070 -0.255 0.051
C 4.420862 -1.874979 -0.121182 0.018 0.025 0.086
C 5.185792 -1.701183 1.012477 0.052 -0.036 0.037
C 4.572158 -1.557650 2.248765 0.069 0.031 0.129
C 3.190061 -1.546954 2.326308 -0.180 0.016 0.149
C 2.401337 -1.692392 1.191842 0.069 0.018 -0.105
As 0.452520 -1.514040 1.243424 0.573 0.332 0.749
C 0.205708 -1.657958 3.226591 -0.272 -0.108 -0.269
C 0.019640 -2.936459 3.751669 0.139 0.028 -0.332
C -0.301709 -3.121569 5.084576 0.012 -0.083 0.069
C -0.462545 -2.022802 5.915426 -0.038 -0.026 0.088
C -0.289937 -0.746966 5.406226 -0.002 0.021 0.119
C 0.043485 -0.567395 4.073153 0.140 0.137 -0.258
C 0.396150 0.452487 1.204449 -0.001 0.160 0.182
C -0.857322 1.063490 1.271460 0.060 -0.238 0.066
C -0.974050 2.441666 1.319900 -0.103 0.036 0.032
C 0.163198 3.234670 1.281854 -0.027 0.061 0.060
C 1.411401 2.638947 1.202641 0.027 0.108 -0.028
C 1.529792 1.258509 1.160085 0.081 -0.111 0.141
H 4.881451 -2.003244 -1.089973 0.057 0.026 -0.050
H 6.264121 -1.676205 0.933488 0.082 -0.022 0.008
H 5.166604 -1.438563 3.144360 0.022 0.028 0.056
H 2.700560 -1.412890 3.285068 0.111 0.023 0.013
H 0.133288 -3.788327 3.086950 -0.052 -0.042 0.103
H -0.440446 -4.120274 5.477578 0.006 -0.056 0.001
H -0.726950 -2.162083 6.955381 -0.012 -0.010 0.042
H -0.422631 0.112770 6.050375 0.025 0.046 0.011
H 0.185369 0.432281 3.678697 -0.054 -0.001 0.083
H -1.741676 0.434649 1.283411 -0.040 0.085 -0.002
H -1.953776 2.900631 1.364916 -0.041 -0.006 -0.007
H 0.075522 4.315424 1.289423 0.001 -0.018 0.019
H 2.302496 3.248039 1.138380 0.054 0.009 -0.009
H 2.518783 0.823801 1.079057 -0.067 -0.016 -0.033
O -0.861579 1.258370 -1.703428 -0.032 -0.030 -0.001
C 0.227172 1.827660 -1.881827 -0.442 0.447 -0.095
N 1.380880 1.182344 -1.967610 0.577 0.144 -0.142
S 2.643349 2.183122 -2.223774 0.226 -0.028 -0.141
O 3.571866 2.181944 -1.123990 -0.153 0.037 0.116
O 3.214533 1.989516 -3.530443 -0.181 0.061 -0.030
C 1.670279 3.692009 -2.206193 -0.313 -0.611 0.092
C 2.023269 5.014565 -2.333521 0.236 0.096 -0.043
C 1.013483 5.968547 -2.275368 0.107 -0.061 -0.042
C -0.307667 5.589066 -2.078879 -0.099 -0.002 0.020
C -0.649620 4.252372 -1.940291 0.095 -0.153 -0.083
C 0.357611 3.305197 -2.015601 -0.137 0.512 -0.033
H 3.056262 5.292698 -2.475359 0.099 0.089 -0.035
H 1.254485 7.014842 -2.398489 0.052 0.066 0.043
H -1.076733 6.347031 -2.032059 -0.056 0.057 0.001
H -1.669488 3.938086 -1.779047 -0.098 -0.047 0.020
C -3.051533 -0.536521 -5.426116 0.091 0.051 -0.046
C -1.684594 -0.453840 -5.181243 -0.086 0.120 -0.132
C -1.143923 -0.969161 -4.024390 0.352 -0.144 0.283
C -1.976272 -1.546656 -3.035876 -0.408 -0.086 -0.587
C -3.348949 -1.679944 -3.331538 0.079 0.032 0.174
C -3.867848 -1.177482 -4.504631 -0.152 0.024 -0.075
N -1.418047 -2.026315 -1.897653 1.275 0.511 -0.072
C -2.148404 -2.325049 -0.773179 -0.866 -0.296 0.747
C -1.856116 -3.501702 -0.061205 -0.126 0.124 -0.390
C -2.457105 -3.761014 1.153911 -0.089 -0.090 -0.041
C -3.353638 -2.855649 1.703702 -0.038 0.066 0.006
C -3.671090 -1.700668 0.999641 -0.138 -0.046 0.209
C -3.098940 -1.441938 -0.230493 0.305 -0.127 -0.303
H -3.470383 -0.116313 -6.330393 -0.009 -0.035 -0.053
H -1.037263 0.011925 -5.913427 0.042 0.006 0.023
H -0.060615 -0.936121 -3.852123 -0.414 -0.036 -0.081
H -3.982781 -2.188806 -2.618286 -0.070 0.022 -0.019
H -4.925746 -1.283224 -4.709124 -0.046 -0.009 0.011
H -1.142333 -4.193141 -0.489013 0.111 0.055 0.013
H -2.222807 -4.675574 1.683400 0.045 -0.016 0.028
H -3.798921 -3.048588 2.670564 -0.012 0.018 0.026
H -4.375182 -0.993354 1.421314 -0.001 0.026 0.002
H -3.326752 -0.532463 -0.772592 0.031 0.060 0.039
```
Positions in Å, forces in eV/Å.

Atomic partial charges in e from the Mulliken method, atoms 1 to 5:
1 Pd 0.33
2 S -0.51
3 C 1.15
4 C -0.80
5 C -0.55



3.
Molecular formula: C6H15N2
Method: DFT, ωB97M-V with the def2-TZVPD basis set

HOMO energy: -12.9 eV
energy above the lowest of the compared OMol25 structures with the same formula, charge and spin: 512.9 kJ/mol
gap between HOMO and LUMO: 5.7 eV
total charge: +1

```
23
Properties=species:S:1:pos:R:3:forces:R:3
N -0.233575 4.669970 1.077782 0.019 -0.427 -0.081
C -0.955252 -0.098946 -0.068749 -1.676 -0.750 0.546
C -1.429147 -1.405832 -0.589232 -0.270 0.825 -0.478
C -0.435173 -2.245401 -1.338236 1.270 -0.517 -1.205
C -0.484953 -3.564414 -1.460719 -0.537 -0.203 1.694
C -0.193644 0.044385 1.134941 1.467 0.494 1.573
N 1.228758 0.618051 0.981063 -0.808 -0.854 -1.799
C 2.089271 -0.292745 0.161712 0.286 -0.010 0.488
H -0.569142 5.475776 1.597349 0.089 -0.148 -0.193
H -0.750191 4.591312 0.207177 0.074 0.303 0.156
H 0.746240 4.804502 0.850919 -0.174 0.180 0.053
H -1.498106 0.760310 -0.463151 0.741 0.350 -0.288
H -2.212450 -1.249192 -1.340214 -0.033 0.330 0.295
H -1.910019 -1.913341 0.261097 0.361 -0.139 0.148
H 0.240644 -1.694015 -1.990822 -0.362 0.055 -0.127
H -1.027603 -4.095464 -0.676975 -0.349 -0.117 -0.454
H -0.003822 -4.213839 -2.174734 0.467 0.465 -0.145
H -0.581829 0.827479 1.802215 -0.711 -0.245 -0.301
H -0.097483 -0.889867 1.682410 0.011 -0.111 -0.075
H 1.087708 1.464809 0.439033 0.286 0.439 0.240
H 1.504107 -1.044772 -0.357054 0.186 -0.071 -0.119
H 2.694924 0.263496 -0.551251 -0.181 0.134 -0.045
H 2.790737 -0.812263 0.815438 -0.156 0.016 0.114
```
Positions in Å, forces in eV/Å.

Atomic partial charges in e from the Mulliken method, atoms 1 to 5:
1 N -0.67
2 C 0.17
3 C -0.36
4 C -0.22
5 C -0.78



4.
Molecular formula: C28H64Cl4N8O8
Method: DFT, ωB97M-V with the def2-TZVPD basis set

HOMO energy: -8.7 eV
energy above the lowest of the compared OMol25 structures with the same formula, charge and spin: 489.4 kJ/mol
gap between HOMO and LUMO: 8.7 eV
total charge: 0

```
112
Properties=species:S:1:pos:R:3:forces:R:3
C 2.546178 -1.038883 -4.544593 0.654 1.447 -0.732
N 3.403893 -1.912369 -3.709280 -2.397 0.918 -3.288
C 4.463213 -1.284972 -2.994933 0.246 -0.708 0.827
C 2.796009 -3.021963 -3.345561 1.078 -2.340 6.076
O 3.149215 -3.632474 -2.245919 -1.189 1.239 -3.992
H 1.530770 -1.341761 -4.800161 0.293 -0.762 0.495
H 3.000770 -0.714493 -5.480658 0.509 -0.639 -0.298
H 2.396005 -0.051095 -4.108886 -0.008 -0.157 0.921
H 3.942800 -0.667522 -2.262797 0.711 0.343 0.255
H 5.007356 -2.094082 -2.507742 -0.028 0.247 0.319
H 5.177537 -0.754285 -3.624391 -0.449 0.224 -0.101
H 1.861330 -3.316216 -3.847546 0.514 0.113 -0.276
C 0.741253 2.460683 7.098441 1.228 0.534 0.370
N 1.326127 3.229871 5.976140 0.339 0.694 1.430
C 0.737057 3.031819 4.747557 -0.972 -1.862 -3.292
C 2.467992 4.022910 6.036065 -0.556 -1.782 1.122
O 3.021058 4.551649 5.107771 -0.272 0.312 -0.260
H 1.551812 2.420926 7.826109 -0.437 0.227 0.590
H 0.481620 1.411887 6.954507 0.504 -0.137 -1.166
H -0.202536 2.831514 7.498265 0.262 0.799 0.054
H 0.731824 1.956920 4.566766 -0.282 -0.496 -0.017
H -0.300924 3.314944 4.572822 -0.111 0.561 0.552
H 1.304947 3.346876 3.872154 0.256 0.747 0.460
H 2.892586 3.972446 7.050647 0.039 0.372 0.130
C -4.196160 0.854007 -3.689005 -1.213 -0.965 -1.596
N -3.670802 1.872474 -2.839116 0.203 -1.842 1.063
C -4.158512 1.703415 -1.441910 1.084 0.251 0.278
C -2.765197 2.761756 -3.331736 -1.370 0.785 1.461
O -2.284695 3.618391 -2.621554 0.731 0.223 -0.137
H -5.224869 1.124125 -3.927510 -0.106 0.022 -0.673
H -4.317142 -0.186492 -3.387608 0.398 0.131 1.585
H -3.611750 0.597483 -4.572606 0.114 1.128 -0.365
H -3.462284 1.911674 -0.629504 0.575 0.850 -0.625
H -5.046653 2.290937 -1.209301 -0.165 -0.111 -0.417
H -4.298190 0.649900 -1.199631 -0.592 -0.152 -0.725
H -2.707342 2.779751 -4.431067 0.365 -0.461 0.072
C 2.648306 3.068859 -3.261365 0.229 -0.192 -0.869
N 3.756668 2.607794 -2.409358 -0.281 0.842 0.674
C 3.426858 2.042063 -1.088826 0.167 -0.592 -0.635
C 4.891948 2.305944 -3.078252 0.399 0.752 -1.419
O 5.915610 1.738210 -2.781714 -0.029 -0.611 1.509
H 2.085040 2.220823 -3.650779 -0.169 -0.128 0.095
H 3.086306 3.572277 -4.123252 0.114 -0.159 -0.064
H 1.915574 3.801743 -2.923580 0.372 -0.153 1.086
H 3.204857 1.001263 -1.324509 -0.628 0.033 0.790
H 4.210307 2.028970 -0.331108 0.550 0.356 -0.566
H 2.603378 2.592871 -0.634330 -0.216 -0.232 -0.369
H 4.879222 2.705076 -4.104279 -0.493 0.216 -0.145
C -2.832273 -3.234778 -5.719869 -0.071 -1.080 -0.121
N -2.397203 -2.238605 -4.772152 -0.561 0.635 0.555
C -2.602196 -2.711389 -3.377863 1.134 0.698 0.169
C -1.428424 -1.272795 -5.060449 -0.722 -1.956 0.869
O -0.788384 -0.686142 -4.210993 -0.335 0.282 -0.476
H -2.809342 -3.056241 -6.794907 1.137 0.545 0.107
H -3.870784 -3.562482 -5.672894 -0.344 0.505 0.963
H -2.259249 -4.092765 -5.368305 0.049 -0.660 -1.057
H -2.062473 -1.981571 -2.774404 -0.541 0.062 0.327
H -3.602584 -2.939588 -3.010113 -0.390 1.011 -0.628
H -2.121147 -3.656546 -3.126102 0.684 -0.309 -0.763
H -1.249724 -1.215405 -6.145338 -0.095 0.334 -0.014
C 4.582715 1.692265 4.051893 0.099 0.515 0.194
N 4.236396 0.364343 3.557305 0.031 0.143 0.355
C 3.212985 -0.307064 4.343385 -0.194 -0.761 0.543
C 4.847266 -0.248859 2.487014 -0.811 -0.328 0.621
O 4.537037 -1.347938 2.049600 0.343 1.034 0.293
H 3.763008 2.394367 3.899497 -0.155 -0.054 0.159
H 5.457446 2.213433 3.662868 0.105 -0.679 -0.875
H 4.841498 1.670259 5.110492 -0.422 -0.283 0.250
H 3.287239 -0.177479 5.423111 1.010 0.325 0.147
H 2.179876 0.025648 4.242947 -0.093 0.200 -1.039
H 3.264946 -1.387702 4.210642 -0.061 0.110 -0.434
H 5.646644 0.399777 2.096549 0.056 -0.211 -0.247
C -3.648158 -3.665985 2.325272 -0.254 -0.849 0.606
N -4.169644 -2.867891 1.258475 0.395 2.589 2.064
C -4.531372 -1.504209 1.667159 -0.807 0.314 0.159
C -4.235353 -3.270712 0.013187 -0.344 0.367 -1.032
O -4.568754 -2.515044 -0.887737 0.010 -0.525 -0.625
H -4.485619 -4.198681 2.775808 0.200 -0.997 -0.249
H -3.306905 -3.148200 3.221679 0.392 0.856 -0.605
H -2.810554 -4.241740 1.931517 -0.308 -0.552 0.426
H -5.271395 -1.577332 2.464113 0.019 -0.127 0.239
H -3.709446 -0.904215 2.057728 0.262 -0.441 -0.018
H -5.020159 -0.873751 0.924385 0.217 -0.608 -0.489
H -4.001434 -4.341596 -0.090235 0.103 0.004 -0.339
C -1.600827 -0.025824 0.855734 0.963 -0.314 0.489
N -0.182084 -0.035003 0.462452 1.191 0.311 1.398
C 0.981009 -0.161557 1.414208 -1.576 1.625 0.557
C 0.116567 -0.142362 -0.828491 -0.586 -0.360 -0.477
O 1.225827 -0.220525 -1.305251 0.147 0.000 -0.465
H -2.191685 0.840037 0.556954 0.666 0.149 -0.069
H -1.557936 -0.052615 1.944557 -0.488 -0.129 0.011
H -2.126529 -0.890057 0.449743 0.117 -0.262 0.185
H 1.894539 0.234178 0.970398 0.097 -1.471 -0.663
H 0.964477 0.597503 2.196297 -1.035 0.349 0.317
H 0.921605 -1.084303 1.991369 0.726 -0.376 -0.679
H -0.843062 -0.210314 -1.363931 0.207 0.130 -0.931
Cl -3.630529 2.247724 2.103177 -0.238 -1.367 -0.127
C -4.237685 3.768196 1.452237 0.071 0.804 0.525
C -5.792897 3.790446 1.308126 0.772 -0.385 0.058
Cl -6.433388 5.405509 1.074397 0.069 0.875 -0.250
H -3.714627 4.031874 0.533007 -0.386 -0.475 -0.355
H -3.685223 4.354965 2.186121 -1.369 1.166 0.039
H -6.400044 3.410529 2.129790 0.770 -0.320 0.211
H -6.060120 3.223461 0.416376 0.112 -0.050 0.117
Cl 4.369943 -5.000749 1.923165 -0.360 0.176 -0.124
C 2.959719 -4.168194 1.169124 2.492 2.388 0.256
C 1.786649 -4.972486 1.090545 -1.236 -1.789 -0.469
Cl 1.027633 -5.458036 2.621322 -0.384 0.362 0.828
H 3.257205 -3.822209 0.179224 0.112 -0.652 -0.351
H 2.845960 -3.193087 1.642741 -0.124 -0.239 0.677
H 2.068495 -5.959695 0.724378 -0.325 0.302 -0.814
H 1.054156 -4.426436 0.496088 -0.113 -0.441 -0.117
```
Positions in Å, forces in eV/Å.

Atomic partial charges in e from the Mulliken method, atoms 1 to 5:
1 C -0.65
2 N 0.16
3 C -0.60
4 C 0.07
5 O -0.69



Calculated molecular weight in order - 118.136; 794.118; 115.200; 782.680 Da
Calculated energy in order - -11383.2579; -133936.3609; -9434.6562; -108460.2212 eV